Version i
This record from the OMol25 dataset describes a single C3H5NO4 molecule. The level of theory is wB97M-V/def2-TZVPD.

The HOMO energy is -0.3817 hartree. The gap between HOMO and LUMO is 10.98 eV. The structure (SMILES) is COC(=O)ONC=O. Its lowest unoccupied orbital energy is 0.595 eV.

ORCA input file:
```
! wB97M-V def2-TZVPD RIJCOSX def2/J DEFGRID3
* xyz 0 1
C -3.18284 -0.32537 0.27644
C -1.01820 0.25240 -0.09154
C 2.64243 -0.20618 0.38713
H -3.37404 -0.02867 1.33531
H -3.64286 -1.34495 -0.07344
H -3.85600 0.51858 -0.33084
H 1.44236 0.59734 -1.18418
H 2.46082 -0.88663 1.34298
N 1.36512 0.18992 -0.30446
O -2.08912 -0.67200 -0.37482
O -1.08094 1.48941 0.13296
O 0.17380 -0.55050 0.01727
O 3.84196 -0.08068 -0.07425
*
```

These are the Mulliken partial charges, in e, on atoms 1 to 8: number 1, C, carries -0.595; number 2, C, carries 0.595; number 3, C, carries 0.112; number 4, H, carries 0.314; number 5, H, carries 0.237; number 6, H, carries 0.228; number 7, H, carries 0.242; number 8, H, carries 0.276

Version ii
This record from the OMol25 dataset describes a single C3H5NO4 molecule. The level of theory is wB97M-V/def2-TZVPD.

The HOMO energy is -0.3878 hartree. The gap between HOMO and LUMO is 10.95 eV. The structure (SMILES) is O=[N+]([O-])[C@H](O)[C@H]1CO1. Its lowest unoccupied orbital energy is 0.401 eV.

ORCA input file:
```
! wB97M-V def2-TZVPD RIJCOSX def2/J DEFGRID3
* xyz 0 1
C -1.34571 0.82493 -0.63286
C -0.74072 0.36554 0.56193
C 0.64800 -0.60795 0.62342
N 1.61103 0.17182 -0.28294
O 2.13296 1.10756 0.21562
O 1.76814 -0.32644 -1.41768
O -1.77544 -0.36678 -0.04776
O 0.46934 -1.88552 0.43882
H -2.08893 1.56812 -0.46802
H -0.82902 0.82711 -1.68309
H -0.87531 0.88016 1.48731
H 1.16655 -0.39167 1.48389
H -0.14088 -2.16689 -0.27865
*
```

These are the Mulliken partial charges, in e, on atoms 1 to 8: number 1, C, carries -0.319; number 2, C, carries 0.060; number 3, C, carries -0.345; number 4, N, carries 0.966; number 5, O, carries -0.576; number 6, O, carries -0.567; number 7, O, carries -0.451; number 8, O, carries -0.491

Least stable = version ii

Version i
This record from the OMol25 dataset describes 2 unconnected molecules or ions with the total composition C4H12S4. The level of theory is wB97M-V/def2-TZVPD.

The HOMO energy is -0.3292 hartree. The gap between HOMO and LUMO is 9.28 eV. The structure (SMILES) is CCSS.CCSS. Its lowest unoccupied orbital energy is 0.324 eV.

ORCA input file:
```
! wB97M-V def2-TZVPD RIJCOSX def2/J DEFGRID3
* xyz 0 1
S -2.37135 1.42015 2.60443
S -2.84753 1.51132 0.64187
C -0.32002 1.57297 -0.36206
C -1.51679 0.65983 -0.23045
H -1.60778 2.53011 2.69066
H 0.02644 2.02795 0.58110
H -0.51613 2.37822 -1.08990
H 0.48321 0.92894 -0.75787
H -1.80615 0.40525 -1.26819
H -1.11031 -0.25611 0.23994
S 3.59486 -1.67042 -0.88004
S 1.75250 -2.49911 -1.41277
C 0.29918 -1.40751 0.71198
C 0.69571 -1.27986 -0.77734
H 3.70396 -0.60325 -1.69964
H 1.18166 -1.43352 1.37317
H -0.34088 -2.27497 0.94524
H -0.26893 -0.48516 0.91962
H -0.23242 -1.22726 -1.37838
H 1.20075 -0.29757 -0.85138
*
```

These are the Mulliken partial charges, in e, on atoms 1 to 8: number 1, S, carries -0.215; number 2, S, carries -0.076; number 3, C, carries -0.773; number 4, C, carries -0.330; number 5, H, carries 0.151; number 6, H, carries 0.238; number 7, H, carries 0.382; number 8, H, carries 0.107

Version ii
This record from the OMol25 dataset describes 2 unconnected molecules or ions with the total composition C4H12S4. The level of theory is wB97M-V/def2-TZVPD.

The HOMO energy is -0.2881 hartree. The gap between HOMO and LUMO is 8.36 eV. The structure (SMILES) is CCSS.CSSC. Its lowest unoccupied orbital energy is 0.521 eV.

ORCA input file:
```
! wB97M-V def2-TZVPD RIJCOSX def2/J DEFGRID3
* xyz 0 1
C 2.00806 -2.06769 -3.14623
S 0.56798 -0.95157 -2.64691
S -0.36735 -2.19662 -1.30093
C -1.36777 -1.02684 -0.30820
H 2.71323 -2.17595 -2.29218
H 1.54297 -3.03047 -3.37841
H 2.52080 -1.69742 -4.03187
H -2.26461 -0.66400 -0.82724
H -1.61173 -1.62652 0.57960
H -0.67708 -0.20757 -0.03177
C 1.92394 0.36586 2.67121
C 1.07572 1.32701 1.79940
S -0.71409 1.11093 2.21236
S -1.43240 2.77005 1.25640
H 1.76947 -0.70169 2.46810
H 1.72317 0.57237 3.73081
H 2.98576 0.60249 2.47962
H 1.24158 1.10971 0.71856
H 1.32601 2.37108 1.98266
H -1.97559 2.13353 0.17027
*
```

These are the Mulliken partial charges, in e, on atoms 1 to 8: number 1, C, carries -0.803; number 2, S, carries -0.083; number 3, S, carries -0.072; number 4, C, carries -0.318; number 5, H, carries 0.273; number 6, H, carries 0.265; number 7, H, carries 0.316; number 8, H, carries 0.346

Least stable = version i

Version i
This record from the OMol25 dataset describes 2 unconnected molecules or ions with the total composition C6H14N2. The level of theory is wB97M-V/def2-TZVPD.

The HOMO energy is -0.2996 hartree. The gap between HOMO and LUMO is 9.10 eV. The structure (SMILES) is CC(C)C(N)N.C#C. Its lowest unoccupied orbital energy is 0.952 eV.

ORCA input file:
```
! wB97M-V def2-TZVPD RIJCOSX def2/J DEFGRID3
* xyz 0 1
C 1.44045 -0.29533 -1.35102
C 0.24839 1.83753 -0.69913
C -0.78372 -0.42774 -0.12448
C 0.45801 0.35896 -0.38452
N -0.86938 -1.68389 -0.81727
N -2.01856 0.32805 -0.17114
H -1.02958 -1.53481 -1.80819
H -1.63250 -2.25048 -0.46537
H -2.79592 -0.22890 0.16691
H -1.97229 1.17313 0.38578
H 1.61349 -1.33604 -1.08805
H 2.39335 0.23548 -1.32843
H 1.06192 -0.26358 -2.37566
H 1.21082 2.31546 -0.88345
H -0.22896 2.37033 0.12442
H -0.37420 1.96395 -1.58675
C 0.15271 -0.85777 2.47384
C 1.16038 -0.15067 2.37557
H 2.03084 0.35337 2.72691
H -0.49903 -1.46170 3.06742
H -0.56511 -0.77966 1.08777
H 0.99890 0.33430 0.67484
*
```

These are the Mulliken partial charges, in e, on atoms 1 to 8: number 1, C, carries -1.712; number 2, C, carries -1.732; number 3, C, carries 0.541; number 4, C, carries 1.546; number 5, N, carries -0.624; number 6, N, carries -0.650; number 7, H, carries 0.241; number 8, H, carries 0.244

Version ii
This record from the OMol25 dataset describes 2 unconnected molecules or ions with the total composition C6H14N2. The level of theory is wB97M-V/def2-TZVPD.

The HOMO energy is -0.2654 hartree. The gap between HOMO and LUMO is 8.12 eV. Its lowest unoccupied orbital energy is 0.903 eV.

ORCA input file:
```
! wB97M-V def2-TZVPD RIJCOSX def2/J DEFGRID3
* xyz 0 1
C -1.68722 0.05691 -1.59121
C -1.62601 -0.53255 -0.48026
C -2.43415 -0.07735 0.78696
C 1.87975 0.21202 -1.28429
C 1.66176 -1.00990 0.90027
C 1.30573 0.19175 0.07094
N 0.49448 1.54811 1.84408
N 0.86107 1.27735 0.63396
H -1.07739 -0.12081 -2.40137
H -2.41015 0.75216 -1.79846
H -3.02331 -0.93894 1.02953
H -3.20269 0.58091 0.44857
H -1.80540 0.34744 1.55208
H 1.43314 -0.69032 -1.78642
H 2.95869 0.14688 -1.38585
H 1.62904 1.05095 -1.82237
H 0.79213 -1.74920 0.64475
H 1.57183 -0.93659 1.98386
H 2.71311 -1.42034 0.53161
H -0.99702 -1.42382 -0.27969
H 0.44991 0.81031 2.45922
H 0.51270 1.92506 -0.05591
*
```

These are the Mulliken partial charges, in e, on atoms 1 to 8: number 1, C, carries -0.935; number 2, C, carries 0.185; number 3, C, carries -1.025; number 4, C, carries -1.613; number 5, C, carries -1.047; number 6, C, carries 1.049; number 7, N, carries -1.332; number 8, N, carries 0.537

Least stable = version ii